Here is 12 unconnected molecules or ions with the total composition C7H39NO11 at a distorted geometry from the OMol25 dataset. Energies are from ωB97M-V with the def2-TZVPD basis set.

Structure (XYZ):
```
58
Properties=species:S:1:pos:R:3
C -0.96 3.27 0.68
C -1.46 1.95 0.05
C -2.97 1.84 0.16
C 0.51 3.49 0.25
N 1.19 2.25 0.05
C 2.69 2.42 -0.12
C 3.17 2.72 -1.53
C 3.55 1.46 -2.27
H -1.67 4.07 0.36
H -0.96 3.25 1.77
H -0.96 1.07 0.52
H -1.15 1.87 -1.00
H -3.10 1.09 0.91
H -3.48 2.51 0.89
H -3.43 1.63 -0.77
H 0.47 3.95 -0.80
H 1.07 4.20 0.92
H 1.07 1.73 0.96
H 3.08 3.19 0.59
H 3.05 1.43 0.17
H 2.28 3.16 -2.06
H 3.98 3.40 -1.46
H 2.78 0.65 -2.18
H 3.80 1.62 -3.29
H 4.48 1.05 -1.84
H 0.61 -2.39 -0.56
H 1.24 -0.97 -0.63
O 1.12 -1.73 -0.05
H -1.97 -2.93 0.86
H -2.75 -3.94 1.77
O -2.65 -3.64 0.86
H -1.27 -3.74 -1.26
H -1.61 -2.20 -1.68
O -1.06 -2.81 -1.17
H 0.84 0.63 -1.51
H -0.20 -0.14 -2.38
O 0.74 -0.07 -2.20
H 2.14 -2.68 2.37
H 1.52 -3.90 1.63
O 1.53 -3.41 2.47
H -0.24 -2.74 2.41
H -0.28 -1.92 0.99
O -0.68 -2.08 1.86
H -1.41 -0.63 2.63
H -2.53 0.37 3.16
O -1.59 0.15 3.19
H -3.93 -3.06 -1.46
H -3.54 -2.51 -0.09
O -3.88 -2.22 -0.99
H -2.93 -0.90 -1.88
H -2.49 -0.18 -3.22
O -2.21 -0.76 -2.52
H 0.96 0.14 2.53
H 0.41 1.05 3.49
O 1.20 0.97 2.94
H 3.40 -3.76 -0.83
H 2.00 -3.24 -0.95
O 2.48 -4.06 -0.76
```

For the frontier orbital gap (alpha / beta), the calculation gives 11.2702 / 5.5657 eV. The spin multiplicity is 2. The energy above the lowest of the compared OMol25 structures with the same formula, charge and spin is 2.6 kcal per mole. Its charge is +1. The expectation value of S² is 0.75.



Here is a single C2H3N5O molecule at a distorted geometry from the OMol25 dataset. Energies are from ωB97M-V with the def2-TZVPD basis set.

Structure (XYZ):
```
11
Properties=species:S:1:pos:R:3
N -1.93 0.09 0.49
N -0.57 -0.12 0.06
C 0.13 0.95 -0.27
N 1.42 1.12 -0.41
C 1.98 -0.05 -0.07
O 2.99 -0.11 0.72
N 1.30 -1.26 -0.48
N 0.06 -1.31 -0.26
H -2.11 -0.87 1.09
H -2.65 -0.15 -0.50
H -0.61 1.72 -0.37
```

For the frontier orbital gap, the calculation gives 9.6506 eV. As for the SMILES: Nn1cnc(=O)nn1. The energy above the lowest of the compared OMol25 structures with the same formula, charge and spin is 113.0 kcal per mole. Its charge is 0.



Here is a molecular structure, C16H38B4CdN2O4 at a distorted geometry from the OMol25 dataset. Energies are from ωB97M-V with the def2-TZVPD basis set.

Structure (XYZ):
```
65
Properties=species:S:1:pos:R:3
Cd 0.02 -1.66 4.44
B -0.07 1.53 6.08
H 0.78 1.21 5.50
H 0.07 1.41 7.14
H -0.37 2.54 5.85
H -0.89 0.88 5.82
B 2.41 -3.36 5.86
H 1.71 -2.72 6.36
H 3.28 -3.48 6.49
H 1.92 -4.31 5.72
H 2.66 -2.99 4.87
B 0.38 -1.27 1.35
H 0.55 -1.06 0.30
H 1.33 -1.09 1.83
H -0.29 -0.53 1.75
H 0.08 -2.28 1.55
B -2.82 -2.97 5.06
H -2.10 -3.67 4.67
H -2.95 -2.24 4.28
H -3.80 -3.40 5.21
H -2.58 -2.53 6.02
O 5.03 -3.45 -4.53
C 3.85 -3.34 -4.76
O 3.37 -2.96 -5.96
C 2.00 -2.99 -6.01
C 1.55 -3.59 -4.67
C 2.72 -3.46 -3.76
H 1.61 -3.56 -6.85
H 1.78 -1.92 -6.09
H 1.37 -4.66 -4.78
H 0.72 -3.19 -4.09
H 2.97 -4.24 -3.03
H 2.81 -2.63 -3.07
O -5.84 -1.92 0.45
C -5.39 -1.87 -0.72
O -5.73 -2.79 -1.64
C -5.08 -2.52 -2.87
C -4.64 -1.07 -2.78
C -4.42 -0.86 -1.35
H -5.70 -2.79 -3.73
H -4.22 -3.20 -2.85
H -5.44 -0.43 -3.13
H -3.72 -1.00 -3.37
H -4.71 0.12 -0.98
H -3.40 -1.19 -1.15
N -2.65 5.46 0.46
C -1.84 5.05 -0.51
C -1.53 6.14 -1.31
C -2.03 7.26 -0.62
C -2.77 6.77 0.45
H -2.89 4.96 1.30
H -1.70 3.98 -0.59
H -1.04 6.23 -2.27
H -2.00 8.30 -0.92
H -3.43 7.28 1.13
N 4.20 2.91 -0.48
C 5.32 2.10 -0.46
C 6.19 2.58 -1.38
C 5.54 3.59 -2.06
C 4.40 3.97 -1.35
H 3.39 2.62 0.04
H 5.34 1.22 0.17
H 7.18 2.21 -1.59
H 5.89 4.16 -2.92
H 3.64 4.72 -1.51
```

For the frontier orbital gap, the calculation gives 6.5215 eV. The energy above the lowest of the compared OMol25 structures with the same formula, charge and spin is 171.3 kcal per mole. Its charge is -2.



Here is 3 unconnected molecules or ions with the total composition C33H51F13N4O9P2 at a distorted geometry from the OMol25 dataset. Energies are from ωB97M-V with the def2-TZVPD basis set.

Structure (XYZ):
```
112
Properties=species:S:1:pos:R:3
N -6.40 3.80 5.43
C -5.37 2.77 5.60
C -5.51 1.55 4.70
C -5.68 1.89 3.21
C -5.22 0.76 2.29
C -6.39 0.00 1.65
C -5.85 -1.00 0.67
C -5.68 -0.71 -0.69
C -5.11 -1.62 -1.59
C -4.67 -2.89 -1.17
C -4.02 -3.85 -2.13
C -2.63 -4.27 -1.63
C -1.58 -4.46 -2.71
F -2.15 -4.71 -3.92
F -0.78 -5.52 -2.45
C -0.69 -3.22 -2.93
F -1.53 -2.18 -3.14
F 0.05 -3.37 -4.04
C 0.23 -2.86 -1.71
F -0.12 -1.65 -1.24
F 0.03 -3.75 -0.70
C 1.73 -2.86 -2.01
F 2.08 -4.03 -2.57
F 1.99 -1.87 -2.89
C 2.62 -2.65 -0.75
F 2.82 -3.86 -0.19
F 2.03 -1.86 0.15
C 4.02 -2.06 -1.06
F 3.91 -0.83 -1.52
F 4.69 -2.02 0.09
F 4.67 -2.81 -1.92
C -4.85 -3.18 0.18
C -5.41 -2.27 1.08
C -5.40 -2.87 2.43
O -5.99 -2.55 3.41
N -4.56 -4.05 2.35
P -3.00 -3.89 3.06
P -2.19 -5.91 2.94
O -3.15 -6.90 3.40
O -1.60 -6.24 1.48
O -0.89 -5.81 3.86
C -4.53 -4.41 0.95
O -4.32 -5.51 0.56
H -7.30 3.33 5.33
H -6.23 4.30 4.57
H -4.39 3.22 5.47
H -5.41 2.43 6.64
H -4.63 0.92 4.81
H -6.36 0.96 5.04
H -5.09 2.79 3.01
H -6.71 2.12 2.98
H -4.60 0.04 2.82
H -4.60 1.13 1.48
H -7.01 -0.46 2.40
H -7.00 0.71 1.09
H -6.00 0.26 -1.06
H -4.99 -1.35 -2.63
H -4.64 -4.74 -2.19
H -3.96 -3.36 -3.09
H -2.27 -3.50 -0.95
H -2.67 -5.20 -1.07
H -2.29 -3.25 2.00
H -1.27 -5.47 1.00
H -0.08 -5.89 3.34
C 6.39 2.37 -5.24
O 5.93 2.53 -3.91
C 5.66 1.30 -3.24
C 6.62 1.11 -2.09
N 7.97 0.85 -2.57
C 8.99 0.85 -1.53
C 9.26 2.15 -0.79
O 9.83 3.17 -1.60
C 8.91 3.99 -2.29
H 6.48 3.37 -5.67
H 7.38 1.89 -5.27
H 5.69 1.79 -5.84
H 5.71 0.45 -3.93
H 4.64 1.35 -2.85
H 6.30 0.25 -1.49
H 6.56 2.00 -1.46
H 8.21 1.56 -3.26
H 9.93 0.53 -2.00
H 8.73 0.08 -0.80
H 10.01 1.94 -0.02
H 8.37 2.53 -0.28
H 7.98 4.12 -1.72
H 8.67 3.61 -3.28
H 9.37 4.97 -2.41
C 0.77 5.56 2.08
O 0.28 5.32 0.78
C 1.24 4.75 -0.11
C 0.82 3.36 -0.51
N 0.91 2.44 0.61
C 0.34 1.12 0.36
C -1.16 1.02 0.12
O -1.96 1.34 1.25
C -2.27 2.72 1.39
H -0.01 6.08 2.63
H 1.02 4.63 2.60
H 1.66 6.20 2.06
H 2.23 4.74 0.34
H 1.28 5.38 -1.00
H 1.48 3.00 -1.31
H -0.20 3.42 -0.92
H 0.44 2.85 1.41
H 0.57 0.49 1.23
H 0.86 0.68 -0.50
H -1.39 -0.02 -0.11
H -1.49 1.61 -0.75
H -2.34 3.23 0.42
H -1.54 3.23 2.02
H -3.24 2.79 1.88
```

For the frontier orbital gap, the calculation gives 8.0499 eV. As for the SMILES: NCCCCCc1ccc(CCC(F)(F)C(F)(F)C(F)(F)C(F)(F)C(F)(F)C(F)(F)F)c2c1C(=O)N(PP(=O)(O)O)C2=O.COCCNCCOC.COCCNCCOC. Its charge is 0.



Here is 8 unconnected molecules or ions with the total composition C42H108N8O13 at a distorted geometry from the OMol25 dataset. Energies are from ωB97M-V with the def2-TZVPD basis set.

Structure (XYZ):
```
171
Properties=species:S:1:pos:R:3
C 5.00 1.38 -1.35
O 4.19 0.60 -2.22
C 4.34 -0.82 -2.14
C 3.39 -1.55 -3.08
C 1.96 -1.39 -2.53
N 3.83 -2.93 -3.33
H 4.50 1.43 -0.35
H 4.96 2.36 -1.79
H 6.05 1.02 -1.40
H 5.42 -1.01 -2.48
H 4.15 -1.16 -1.12
H 3.50 -0.99 -3.99
H 1.88 -0.37 -2.18
H 1.84 -2.00 -1.66
H 1.12 -1.69 -3.18
H 3.00 -3.51 -3.21
H 3.86 -3.11 -4.34
C 3.68 -3.48 0.27
O 2.68 -4.18 -0.44
C 1.39 -4.05 0.10
C 0.32 -4.34 -0.94
C -1.07 -4.15 -0.40
N 0.54 -5.65 -1.59
H 3.56 -3.76 1.33
H 3.58 -2.42 0.19
H 4.61 -3.86 -0.18
H 1.24 -4.83 0.86
H 1.21 -3.06 0.58
H 0.37 -3.60 -1.78
H -1.34 -3.08 -0.52
H -1.15 -4.51 0.61
H -1.83 -4.73 -1.02
H 0.08 -6.42 -1.11
H 1.53 -5.90 -1.57
C -1.10 -0.31 -0.57
O 0.11 -0.62 0.00
C 0.29 0.03 1.25
C 1.76 0.12 1.54
C 2.02 0.84 2.89
N 2.52 0.91 0.52
H -1.35 -0.97 -1.34
H -1.13 0.73 -0.89
H -1.93 -0.44 0.21
H 0.03 1.10 1.20
H -0.34 -0.39 2.04
H 2.20 -0.90 1.66
H 3.10 0.96 2.97
H 1.58 0.25 3.69
H 1.49 1.81 2.97
H 2.26 1.93 0.50
H 2.21 0.56 -0.39
C -2.43 1.40 4.07
O -2.26 0.11 3.47
C -3.05 -0.94 3.95
C -2.89 -2.16 3.04
N -1.84 -3.06 3.42
C -0.49 -2.57 3.34
C 0.55 -3.56 3.72
O 1.82 -3.02 3.31
C 2.72 -2.68 4.34
H -2.32 1.28 5.14
H -3.40 1.80 3.92
H -1.67 2.11 3.72
H -4.10 -0.59 3.99
H -2.84 -1.11 5.04
H -2.63 -1.87 2.02
H -3.84 -2.71 3.01
H -2.06 -3.23 4.42
H -0.32 -1.59 3.89
H -0.25 -2.30 2.26
H 0.36 -4.51 3.20
H 0.64 -3.74 4.80
H 2.11 -2.16 5.10
H 3.46 -1.96 3.95
H 3.23 -3.50 4.82
C 2.75 4.56 2.05
O 1.71 4.00 1.32
C 1.43 4.62 0.10
C 0.08 4.17 -0.44
N -0.95 5.01 0.19
C -2.29 4.98 -0.51
C -3.31 4.06 0.06
O -2.94 2.72 -0.09
C -4.02 1.83 0.01
H 2.72 4.11 3.04
H 2.64 5.70 2.09
H 3.71 4.35 1.55
H 2.27 4.50 -0.61
H 1.48 5.73 0.23
H -0.21 3.19 -0.23
H 0.12 4.18 -1.52
H -0.55 5.92 0.27
H -2.06 4.71 -1.55
H -2.61 6.00 -0.47
H -4.21 4.30 -0.57
H -3.59 4.40 1.08
H -4.79 2.04 -0.76
H -4.55 1.99 0.91
H -3.77 0.77 -0.14
C 6.09 0.19 2.22
O 6.05 -0.23 3.59
C 6.82 0.63 4.41
C 6.37 0.17 5.80
N 5.03 0.49 6.21
C 4.75 1.77 6.87
C 3.22 1.85 7.18
O 2.55 1.66 6.00
C 1.15 1.76 6.12
H 5.49 -0.58 1.71
H 7.17 0.09 1.94
H 5.53 1.18 2.19
H 6.42 1.64 4.22
H 7.87 0.59 4.22
H 7.06 0.56 6.51
H 6.62 -0.90 5.79
H 4.50 0.46 5.35
H 5.02 2.71 6.31
H 5.32 1.79 7.82
H 3.09 2.84 7.63
H 2.92 1.05 7.87
H 0.81 2.67 6.65
H 0.62 0.88 6.59
H 0.68 1.81 5.10
C -6.49 0.31 -5.93
O -6.00 -0.78 -5.18
C -4.70 -1.15 -5.53
C -4.18 -2.15 -4.54
N -4.24 -1.60 -3.16
C -3.95 -2.66 -2.21
C -4.47 -2.49 -0.79
O -5.93 -2.42 -0.76
C -6.61 -3.62 -0.74
H -5.83 1.20 -5.88
H -7.47 0.57 -5.56
H -6.54 0.02 -6.99
H -4.07 -0.24 -5.59
H -4.60 -1.65 -6.53
H -3.16 -2.44 -4.81
H -4.79 -3.05 -4.59
H -5.20 -1.36 -2.93
H -2.86 -2.78 -2.23
H -4.26 -3.65 -2.66
H -4.13 -1.48 -0.45
H -4.11 -3.27 -0.09
H -6.70 -4.14 -1.72
H -7.61 -3.36 -0.41
H -6.22 -4.23 0.05
C -3.08 5.34 -4.65
O -2.36 4.17 -4.15
C -3.35 3.19 -3.66
C -2.47 2.04 -3.34
N -1.94 1.50 -4.58
C -1.26 0.24 -4.34
C -0.73 -0.42 -5.63
O 0.09 0.57 -6.20
C 0.48 0.16 -7.53
H -3.61 5.02 -5.54
H -2.37 6.13 -4.93
H -3.76 5.68 -3.96
H -3.99 2.88 -4.51
H -3.89 3.57 -2.78
H -2.95 1.18 -2.86
H -1.69 2.48 -2.62
H -1.39 2.17 -5.13
H -2.01 -0.37 -3.78
H -0.45 0.45 -3.73
H -1.55 -0.75 -6.23
H -0.13 -1.31 -5.46
H 1.27 0.86 -7.85
H -0.33 0.31 -8.27
H 0.73 -0.89 -7.53
```

For the frontier orbital gap, the calculation gives 8.8409 eV. As for the SMILES: COC[C@H](C)N.COC[C@H](C)N.COC[C@H](C)N.COCCNCCOC.COCCNCCOC.COCCNCCOC.COCCNCCOC.COCCNCCOC. The energy above the lowest of the compared OMol25 structures with the same formula, charge and spin is 71.0 kcal per mole. Its charge is 0.



Here is a molecular structure, C30H32CoN4O3STe at a distorted geometry from the OMol25 dataset. Energies are from ωB97M-V with the def2-TZVPD basis set.

Structure (XYZ):
```
72
Properties=species:S:1:pos:R:3
Co 0.77 -0.60 0.34
N 1.52 -1.86 1.95
C 0.56 -2.97 1.98
C -0.84 -2.36 1.84
O -1.79 -2.83 2.43
O -0.87 -1.34 1.04
H 2.48 -2.18 1.82
H 1.49 -1.38 2.84
H 0.60 -3.57 2.89
H 0.73 -3.61 1.11
C 4.75 0.80 -3.92
C 4.01 0.36 -2.70
C 4.48 0.68 -1.41
C 3.73 0.27 -0.35
N 2.59 -0.40 -0.51
C 2.19 -0.67 -1.79
S 0.67 -1.47 -1.86
N 2.89 -0.31 -2.88
H 5.82 0.63 -3.81
H 4.59 1.87 -4.08
H 4.38 0.26 -4.79
H 5.40 1.24 -1.27
H 4.04 0.46 0.67
C -8.49 2.67 -0.55
C -7.03 2.32 -0.56
C -6.60 1.00 -0.55
C -5.26 0.65 -0.51
C -4.95 -0.83 -0.54
C -4.30 1.68 -0.45
Te -2.27 0.90 -0.13
N -0.06 1.16 0.12
C -0.11 2.08 -0.74
O -1.35 2.43 -1.17
C 1.03 2.83 -1.30
C 2.12 3.14 -0.49
C 3.18 3.88 -0.99
C 3.16 4.30 -2.32
C 2.08 3.99 -3.13
C 1.02 3.26 -2.63
C -2.48 1.22 1.95
C -3.06 0.14 2.60
C -3.20 0.14 3.98
C -2.79 1.25 4.70
C -2.23 2.34 4.04
C -2.07 2.35 2.66
C -1.49 3.59 2.03
C -4.70 3.03 -0.53
C -3.76 4.20 -0.57
C -6.06 3.31 -0.57
H -9.11 1.77 -0.54
H -8.75 3.27 -1.42
H -8.73 3.26 0.34
H -7.34 0.21 -0.57
H -5.27 -1.25 -1.50
H -5.49 -1.36 0.25
H -3.89 -1.08 -0.43
H 2.11 2.80 0.54
H 4.01 4.13 -0.36
H 3.98 4.89 -2.71
H 2.07 4.31 -4.17
H 0.17 3.01 -3.25
H -3.37 -0.74 2.05
H -3.63 -0.72 4.48
H -2.89 1.27 5.78
H -1.92 3.21 4.61
H -0.51 3.82 2.47
H -2.14 4.44 2.22
H -1.36 3.50 0.96
H -2.74 3.91 -0.77
H -3.78 4.74 0.39
H -4.07 4.90 -1.34
H -6.38 4.35 -0.62
```

For the frontier orbital gap (alpha / beta), the calculation gives 7.9450 / 7.8666 eV. The spin multiplicity is 2. The energy above the lowest of the compared OMol25 structures with the same formula, charge and spin is 40.1 kcal per mole. Its charge is 0. The expectation value of S² is 0.76.